Below is a molecular structure, C32H23ClNO2PS2Tc, with properties calculated with ωB97M-V with the def2-TZVPD basis set.

Computed properties:
Expectation value of S² = 1.17
F_max = 0.611 eV/A
Kohn-Sham gap (spin up / spin down) = 4.9 / 5.4 eV
Electronic energy = -3116.63010 Eh

ORCA input file:
```
! RIJCOSX wB97M-V def2-TZVPD def2/J DEFGRID3
* xyz 2 2
Tc 0.780 0.391 0.512
S 2.632 1.248 -0.679
C 1.639 2.649 -0.470
N 0.431 2.341 0.032
C -0.334 3.481 0.315
C -1.624 3.521 0.822
C -2.202 4.762 1.016
C -1.512 5.937 0.707
C -0.229 5.899 0.185
C 0.347 4.653 -0.006
S 1.947 4.295 -0.649
H -2.162 2.607 1.045
H -3.208 4.823 1.410
H -1.987 6.894 0.875
H 0.305 6.809 -0.056
C -4.885 1.525 -1.288
C -4.685 0.555 -0.313
C -3.452 -0.067 -0.188
C -2.420 0.282 -1.059
C -2.615 1.272 -2.029
C -3.849 1.885 -2.144
P -0.810 -0.514 -1.036
C -0.880 -1.986 -0.033
C -0.589 -3.267 -0.495
C -0.640 -4.327 0.394
C -0.946 -4.111 1.733
C -1.197 -2.828 2.210
C -1.167 -1.766 1.325
C -0.378 -0.834 -2.739
C -1.270 -1.633 -3.464
C -1.052 -1.841 -4.813
C 0.037 -1.249 -5.444
C 0.920 -0.456 -4.725
C 0.714 -0.245 -3.368
H -5.854 1.998 -1.384
H -5.492 0.274 0.350
H -3.324 -0.838 0.561
H -1.813 1.546 -2.706
H -4.008 2.635 -2.908
H -0.318 -3.432 -1.530
H -0.420 -5.328 0.044
H -0.988 -4.950 2.416
H -1.426 -2.666 3.255
H -1.406 -0.761 1.689
H -2.128 -2.085 -2.977
H -1.735 -2.461 -5.378
H 0.193 -1.402 -6.504
H 1.770 -0.003 -5.217
H 1.405 0.368 -2.811
Cl 6.973 -1.408 5.579
C 5.671 -1.554 4.469
C 4.635 -0.630 4.509
C 3.602 -0.734 3.598
C 3.599 -1.766 2.661
C 4.636 -2.699 2.644
C 5.672 -2.593 3.547
C 2.540 -1.913 1.665
O 2.340 -2.839 0.950
O 1.679 -0.795 1.553
H 4.648 0.160 5.247
H 2.788 -0.022 3.632
H 4.615 -3.498 1.915
H 6.486 -3.306 3.547
*
```